Record 1
Computed, not measured: the molecule C5H9NOS, with wB97M-V/def2-TZVPD.

As for the SMILES: S[C@H]1CO[C@H]2CN[C@H]21. The HOMO-LUMO gap is 0.355 hartree. The energy above the lowest of the compared OMol25 structures with the same formula, charge and spin comes out at 183.4 kJ/mol. The calculation puts the LUMO energy at 0.0326 Ha. The total energy comes out at -19702.403 eV. The multiplicity is 1.

XYZ file:
```
17
Properties=species:S:1:pos:R:3:forces:R:3:nbo_charge:R:1
S -0.669 1.385 2.177 0.0 -0.3 0.1 -0.056
C -0.286 -0.213 1.404 -0.1 0.2 -0.6 -0.374
C -1.445 -0.908 0.650 0.0 0.8 0.0 -0.079
O -1.242 -0.654 -0.735 0.1 -0.3 0.0 -0.517
C 0.148 -0.715 -0.979 -0.1 0.8 0.5 0.071
C 0.644 0.532 -1.711 -0.9 0.4 -0.7 -0.228
N 0.922 1.177 -0.412 -0.6 -0.4 0.0 -0.628
C 0.797 -0.119 0.297 -0.3 0.0 -0.1 -0.071
H -0.489 2.076 1.050 0.0 0.2 -0.2 0.159
H 0.065 -0.849 2.199 0.1 -0.2 0.4 0.225
H -1.440 -1.972 0.866 0.0 -0.4 -0.1 0.163
H -2.413 -0.491 0.903 -0.1 0.0 0.1 0.206
H 0.476 -1.684 -1.312 0.1 -0.5 -0.2 0.177
H -0.125 1.047 -2.354 0.7 -0.4 0.7 0.202
H 1.528 0.332 -2.304 0.3 0.0 -0.2 0.181
H 1.801 1.641 -0.343 0.6 0.2 0.1 0.369
H 1.728 -0.586 0.605 0.2 0.1 0.0 0.198
```
Positions in Å, forces in eV/Å.

Record 2
Computed, not measured: a cluster of 5 separate species, C33H77N4O9Si in total, with wB97M-V/def2-TZVPD.

The HOMO-LUMO gap is 0.235 hartree. The calculation puts the LUMO energy at 0.0725 Ha. The total energy comes out at -67738.575 eV. The multiplicity is 1. The charge is -1.

XYZ file:
```
124
Properties=species:S:1:pos:R:3:forces:R:3:mulliken_charge:R:1
C 5.585 -1.670 1.990 -0.1 0.0 0.0 -1.145
C 5.399 -0.186 2.348 -0.5 -0.6 -0.5 -0.701
C 3.903 0.199 2.219 0.6 -1.1 0.9 0.198
C 3.174 -0.155 3.547 0.0 1.3 -0.4 0.606
C 3.429 1.009 4.537 0.3 -0.1 0.3 -2.283
C 1.667 -0.477 3.279 1.0 -0.3 0.4 0.382
C 1.634 -1.901 2.708 0.1 -0.7 0.5 -0.188
C 1.980 -3.033 3.722 0.0 -0.3 -0.6 -1.570
C 0.754 -3.789 4.251 0.0 0.2 0.2 -0.735
C -0.010 -4.593 3.167 0.1 1.0 0.2 -0.595
C -1.506 -4.268 3.177 0.0 -0.4 0.0 -0.858
O -1.883 -3.544 1.971 0.0 0.1 0.2 -0.256
C -3.157 -3.083 2.120 -0.3 -0.1 -0.1 0.693
C -3.314 -1.656 2.531 -0.2 0.5 0.6 -0.897
O -4.107 -3.808 1.942 0.1 0.0 -0.2 -0.659
C 0.818 -0.585 4.578 -0.9 0.0 0.3 -0.347
O -0.433 -0.591 4.382 0.2 0.0 -0.2 -0.621
O 1.396 -0.729 5.670 0.2 0.0 -0.1 -0.762
N 1.153 0.539 2.329 -0.6 -0.7 0.2 2.484
C 0.624 1.725 2.981 -0.1 0.7 -0.3 -1.260
C 0.990 2.946 2.140 0.9 -0.2 0.4 0.155
O 0.566 4.172 2.745 -0.6 -0.1 -0.7 -0.594
Si -1.019 4.634 2.575 -0.3 0.2 0.6 0.530
C -1.162 6.411 1.966 0.1 -0.4 0.4 -1.158
C -2.033 3.561 1.411 0.2 0.2 0.1 -0.845
C -1.868 4.584 4.255 -0.2 0.2 -0.5 -1.092
C 0.203 0.067 1.331 0.3 0.6 -0.3 -0.371
C 0.742 -0.267 -0.102 -1.1 0.7 -0.4 -0.314
N 1.038 -1.676 -0.301 0.4 -0.1 0.2 -0.242
N 1.866 0.581 -0.458 0.0 -0.5 -0.2 -0.136
N -0.390 0.033 -1.053 0.4 -0.7 0.1 -0.464
H 5.017 -1.919 1.089 0.0 0.1 -0.1 0.147
H 6.627 -1.925 1.786 0.0 -0.1 0.2 0.438
H 5.190 -2.319 2.774 0.1 -0.1 0.1 0.322
H 6.015 0.377 1.643 0.0 0.3 0.2 0.368
H 5.717 -0.048 3.382 0.3 0.4 -0.1 0.300
H 3.498 -0.451 1.449 -0.2 0.6 -0.4 -0.303
H 3.783 1.251 1.985 -0.2 0.0 -0.3 0.100
H 3.700 -1.021 3.941 -0.4 -0.2 0.2 0.306
H 2.581 1.241 5.173 -0.1 -0.1 0.0 0.517
H 3.753 1.928 4.039 -0.1 0.0 -0.2 0.352
H 4.239 0.735 5.218 0.0 0.1 0.1 0.497
H 2.326 -2.026 1.876 -0.1 0.3 -0.1 0.093
H 0.642 -2.143 2.342 0.0 0.1 -0.2 0.089
H 2.591 -3.753 3.160 0.1 -0.1 0.1 0.472
H 2.595 -2.689 4.550 -0.1 0.2 0.1 0.478
H 0.056 -3.063 4.670 0.1 0.2 0.1 0.288
H 1.061 -4.418 5.091 0.0 -0.2 -0.1 0.522
H 0.174 -5.663 3.250 -0.1 0.0 0.0 0.520
H 0.371 -4.242 2.207 0.0 -0.3 -0.2 0.245
H -1.769 -3.619 4.015 0.1 -0.1 0.1 0.470
H -2.116 -5.172 3.240 -0.1 0.0 -0.1 0.384
H -4.333 -1.504 2.885 -0.1 -0.1 -0.1 0.491
H -2.650 -1.359 3.349 0.4 -0.2 -0.2 0.277
H -3.164 -0.961 1.706 0.3 -0.1 -0.2 0.234
H 1.056 1.909 3.962 0.1 -0.3 0.0 0.587
H -0.461 1.677 3.145 0.0 -0.1 0.0 0.528
H 2.081 2.969 2.109 0.0 0.1 -0.1 -0.056
H 0.668 2.844 1.099 -0.3 0.1 0.0 0.144
H -2.196 6.718 2.140 -0.1 0.0 -0.2 0.327
H -0.542 7.070 2.576 0.2 0.1 -0.2 0.304
H -0.914 6.500 0.909 0.0 0.2 0.0 0.294
H -2.193 2.562 1.814 0.1 -0.1 -0.1 0.149
H -1.579 3.517 0.420 -0.1 -0.1 -0.1 0.240
H -3.013 4.035 1.317 0.0 0.0 -0.1 0.465
H -2.716 5.276 4.201 0.0 0.0 0.1 0.336
H -2.295 3.600 4.447 0.2 -0.1 0.2 0.327
H -1.219 4.908 5.067 0.0 -0.1 0.1 0.312
H -0.499 0.883 1.149 0.0 0.1 0.1 0.053
H -0.414 -0.751 1.688 -0.1 -0.3 0.0 -0.976
H 0.350 -2.102 -0.905 0.1 0.1 -0.1 0.284
H 1.951 -1.808 -0.716 0.0 0.0 0.0 0.245
H 2.330 0.146 -1.251 0.1 0.1 0.0 0.028
H 1.516 1.460 -0.825 0.0 0.1 0.2 0.272
H -0.678 1.001 -0.954 -0.1 -0.1 0.2 0.286
H -1.168 -0.562 -0.774 -0.3 0.3 0.0 0.276
C -7.258 -2.908 -1.099 -0.1 0.1 0.0 -1.324
C -6.011 -2.149 -1.527 0.1 -0.4 0.2 0.450
C -5.004 -3.070 -2.201 0.1 0.1 -0.1 -1.231
O -5.412 -1.519 -0.401 0.0 0.1 0.0 -0.501
H -6.999 -3.685 -0.375 0.1 0.0 -0.1 0.307
H -7.966 -2.235 -0.614 0.0 0.0 0.0 0.323
H -7.751 -3.378 -1.952 0.0 0.0 0.0 0.390
H -6.289 -1.348 -2.215 0.0 0.1 0.1 0.283
H -4.682 -3.851 -1.508 -0.1 0.0 0.0 0.382
H -4.116 -2.509 -2.498 0.0 0.0 0.0 0.232
H -5.428 -3.544 -3.088 0.0 0.0 0.0 0.383
H -5.157 -2.213 0.224 0.0 0.0 0.0 0.263
C -0.697 0.603 -4.364 -0.3 0.3 -0.1 -0.374
C -0.572 2.077 -4.784 0.4 -0.8 -0.2 0.579
C -0.468 2.303 -6.292 0.3 0.1 0.3 -1.349
O 0.584 2.644 -4.163 -0.1 0.3 0.1 -0.577
H 0.190 0.046 -4.686 0.0 0.0 0.0 0.397
H -0.741 0.543 -3.275 0.2 0.0 -0.1 -0.197
H -1.584 0.096 -4.774 0.6 0.3 0.2 0.166
H -1.424 2.633 -4.403 0.0 0.2 0.2 0.146
H 0.418 1.800 -6.691 0.0 -0.1 0.0 0.373
H -0.365 3.367 -6.512 0.0 0.0 0.0 0.323
H -1.334 1.937 -6.823 -0.3 0.0 -0.2 0.299
H 1.353 2.161 -4.485 0.0 -0.1 0.1 0.380
C -4.672 0.588 -7.396 -0.1 -0.2 -0.1 -1.406
C -4.013 0.136 -6.100 0.3 0.2 -0.5 0.557
C -4.007 1.267 -5.085 0.1 -0.2 0.2 -1.164
O -2.684 -0.357 -6.394 -1.2 -0.6 0.2 -0.631
H -4.107 1.410 -7.844 0.0 0.1 0.1 0.341
H -4.690 -0.228 -8.119 0.0 0.0 0.0 0.332
H -5.695 0.925 -7.224 0.0 0.0 0.0 0.399
H -4.557 -0.713 -5.684 0.1 -0.1 -0.1 0.289
H -3.442 2.116 -5.463 0.0 0.2 -0.1 0.223
H -3.541 0.953 -4.154 0.0 0.0 0.1 0.257
H -5.023 1.601 -4.866 0.0 0.0 -0.1 0.493
H -2.171 0.350 -6.776 0.2 0.4 -0.2 0.198
C 7.241 0.344 -1.913 0.1 0.0 0.2 -1.366
C 5.843 -0.239 -2.056 0.1 0.4 -0.3 0.638
C 5.481 -0.462 -3.518 -0.1 -0.1 0.0 -1.453
O 4.889 0.619 -1.441 -0.1 -0.2 0.1 -0.398
H 7.300 1.317 -2.409 0.0 0.0 -0.1 0.359
H 7.481 0.498 -0.861 0.0 0.0 0.0 0.292
H 7.994 -0.314 -2.352 0.0 0.0 0.0 0.393
H 5.786 -1.187 -1.517 -0.1 0.0 0.1 0.212
H 5.489 0.487 -4.061 0.1 0.0 0.0 0.353
H 4.477 -0.879 -3.604 0.0 0.0 0.0 0.324
H 6.183 -1.143 -4.003 0.0 0.0 0.0 0.399
H 4.916 1.469 -1.894 0.0 0.0 0.0 0.252
```
Positions in Å, forces in eV/Å.

Record 3
Computed, not measured: the molecule C4H10O, with wB97M-V/def2-TZVPD.

As for the SMILES: CC(C)CO. The HOMO-LUMO gap is 0.416 hartree. The energy above the lowest of the compared OMol25 structures with the same formula, charge and spin comes out at 34.0 kJ/mol. The calculation puts the LUMO energy at 0.0369 Ha. The total energy comes out at -6357.451 eV. The multiplicity is 1.

XYZ file:
```
15
Properties=species:S:1:pos:R:3:forces:R:3:nbo_charge:R:1
C 0.187 1.631 0.157 0.0 0.0 0.0 -0.602
C 0.173 0.111 0.339 0.0 0.0 0.0 -0.243
C 1.380 -0.568 -0.340 0.1 -0.1 0.0 -0.613
C -1.137 -0.461 -0.186 0.0 0.4 -0.1 -0.050
O -1.150 -1.853 0.066 -0.2 -0.2 -0.1 -0.724
H 1.080 2.069 0.614 -0.1 -0.1 -0.1 0.213
H -0.688 2.106 0.619 0.1 -0.1 -0.1 0.206
H 0.197 1.893 -0.908 0.0 0.0 0.1 0.201
H 0.197 -0.107 1.414 0.0 0.0 -0.1 0.200
H 1.056 -1.261 -1.122 0.0 0.1 0.1 0.216
H 2.052 0.168 -0.794 -0.1 -0.1 0.1 0.203
H 1.964 -1.158 0.371 -0.1 0.1 -0.1 0.216
H -1.215 -0.253 -1.268 0.0 -0.1 0.2 0.151
H -1.983 0.040 0.312 0.1 -0.1 -0.1 0.158
H -1.958 -2.220 -0.310 0.1 0.0 0.1 0.469
```
Positions in Å, forces in eV/Å.

Repeat the third record exactly.
Computed, not measured: the molecule C4H10O, with wB97M-V/def2-TZVPD.

As for the SMILES: CC(C)CO. The HOMO-LUMO gap is 0.416 hartree. The energy above the lowest of the compared OMol25 structures with the same formula, charge and spin comes out at 34.0 kJ/mol. The calculation puts the LUMO energy at 0.0369 Ha. The total energy comes out at -6357.451 eV. The multiplicity is 1.

XYZ file:
```
15
Properties=species:S:1:pos:R:3:forces:R:3:nbo_charge:R:1
C 0.187 1.631 0.157 0.0 0.0 0.0 -0.602
C 0.173 0.111 0.339 0.0 0.0 0.0 -0.243
C 1.380 -0.568 -0.340 0.1 -0.1 0.0 -0.613
C -1.137 -0.461 -0.186 0.0 0.4 -0.1 -0.050
O -1.150 -1.853 0.066 -0.2 -0.2 -0.1 -0.724
H 1.080 2.069 0.614 -0.1 -0.1 -0.1 0.213
H -0.688 2.106 0.619 0.1 -0.1 -0.1 0.206
H 0.197 1.893 -0.908 0.0 0.0 0.1 0.201
H 0.197 -0.107 1.414 0.0 0.0 -0.1 0.200
H 1.056 -1.261 -1.122 0.0 0.1 0.1 0.216
H 2.052 0.168 -0.794 -0.1 -0.1 0.1 0.203
H 1.964 -1.158 0.371 -0.1 0.1 -0.1 0.216
H -1.215 -0.253 -1.268 0.0 -0.1 0.2 0.151
H -1.983 0.040 0.312 0.1 -0.1 -0.1 0.158
H -1.958 -2.220 -0.310 0.1 0.0 0.1 0.469
```
Positions in Å, forces in eV/Å.

- What is the formula in the third record?
  C4H10O